Entry 1:
Molecular formula: C28H34BF6I2O20
Method: DFT, wB97M-V/def2-TZVPD

The total charge is -1. The calculation puts the LUMO energy at 1.77 eV. The value obtained for the HOMO-LUMO gap is 6.4 eV. Its electronic energy is -3811.44054 a.u. As for the HOMO energy: -4.602 eV.

XYZ file:
```
91
Properties=species:S:1:pos:R:3:forces:R:3:lowdin_charge:R:1
C -0.74896 1.74765 5.44373 -3.8 -8.1 3.8 0.01
C -1.34442 0.62615 6.09655 3.8 6.9 -5.3 -0.11
C -2.13922 -0.80686 6.43172 0.5 0.7 -0.4 -0.22
C -1.52517 -1.99372 5.42734 1.4 1.9 0.4 -0.21
C -1.40480 -1.30738 3.94364 -0.7 -0.5 1.7 -0.16
B -1.45418 -2.37664 2.68289 0.8 3.1 -0.3 -0.71
O -0.08769 -2.25581 2.06173 1.1 0.7 -3.0 -0.17
C -0.04706 -1.21270 0.98484 -0.2 1.0 2.3 -0.11
C -1.50597 -0.41947 1.14675 0.2 -1.9 0.3 -0.31
C -2.12793 0.30162 -0.22806 2.2 1.0 1.3 -0.64
I -3.96557 -0.74005 -0.86333 1.0 0.6 0.4 0.86
C -2.37403 1.91751 0.10573 -2.1 -1.0 -0.7 -0.73
C -3.20639 2.70618 -1.07237 0.7 1.2 0.9 -0.23
I -0.41927 2.98294 0.25428 -1.0 -0.7 0.0 0.72
O -2.26608 -1.59309 1.68592 -0.5 2.6 -2.2 -0.19
H -0.13493 2.46336 4.71203 -1.7 -2.0 2.3 0.04
H -1.97519 -1.05014 7.57250 -0.6 0.6 -2.3 0.09
H -3.27456 -0.64530 6.14065 2.4 -0.2 0.9 0.11
H -0.42605 -2.19283 5.84695 -2.4 0.1 -0.9 0.11
H -2.15159 -2.98190 5.44939 1.0 2.0 0.0 0.11
H -2.36597 -0.61202 3.81412 2.1 -1.1 0.4 0.12
H -0.39392 -0.72186 3.84641 -2.1 -0.8 0.5 0.11
H -1.82037 -3.49347 2.91546 -0.2 -0.3 -0.2 0.09
H 0.75545 -0.45602 1.40024 -1.1 -1.3 -1.5 0.12
H 0.16714 -1.59800 -0.11139 -0.5 0.6 2.2 0.13
H -1.41373 0.53476 1.84905 -0.1 -2.3 -0.8 0.11
H -1.28301 0.27644 -1.04123 -2.0 -0.2 1.1 0.08
H -2.91352 2.02297 1.14289 1.2 -0.1 -2.0 0.10
H -4.28576 2.29325 -1.25664 2.3 0.5 0.3 0.05
H -3.31741 3.83343 -0.69614 0.2 -2.5 -0.9 0.06
H -2.52152 2.74883 -2.02039 -1.6 -0.3 1.6 0.07
C -3.27728 7.62693 1.09276 0.6 1.1 0.3 -0.08
C -4.46012 7.04327 0.39855 -0.2 -0.1 -0.7 -0.33
O -4.25738 5.65317 0.51430 0.1 0.4 0.8 0.11
C -3.55171 5.49274 1.66885 0.8 -3.1 1.9 -0.51
O -3.42229 4.42787 2.24951 -0.3 2.8 -1.5 0.14
O -3.01245 6.67311 2.10174 -0.5 -0.8 -0.2 0.08
F -4.45674 7.36627 -0.91421 -0.2 0.1 -0.3 0.08
H -2.40332 7.71554 0.43875 -0.2 -0.1 -0.1 0.15
H -3.49158 8.60735 1.52663 0.1 -0.2 0.1 0.14
H -5.42217 7.31363 0.84674 0.0 0.0 -0.2 0.18
C 4.22209 -2.70728 2.82670 0.6 -1.1 0.2 -0.07
C 2.85557 -2.14312 3.01655 -1.0 -0.5 0.5 -0.33
O 3.05693 -0.75151 2.91782 1.0 0.2 -1.0 0.13
C 4.13090 -0.60641 2.09186 0.4 2.1 -0.8 -0.50
O 4.44017 0.44119 1.54895 -0.4 -2.1 1.1 0.12
O 4.81572 -1.78083 1.93944 -0.3 1.1 -0.2 0.07
F 2.38767 -2.41894 4.25456 -0.1 0.0 0.1 0.09
H 4.79966 -2.74047 3.75659 -0.2 0.1 0.0 0.14
H 4.20134 -3.70970 2.39068 0.1 0.3 -0.1 0.14
H 2.12867 -2.46434 2.26292 -0.2 0.1 0.3 0.15
C -3.18402 -0.84570 -4.54389 -0.9 0.2 0.8 -0.11
C -2.24329 0.07274 -5.24618 0.2 0.8 0.5 -0.32
O -1.25844 -0.79461 -5.76064 -0.6 -0.6 -0.4 0.12
C -1.90261 -1.97646 -5.97265 0.5 -2.5 -1.3 -0.49
O -1.46171 -2.88254 -6.66002 -0.9 2.0 1.6 0.13
O -3.10784 -2.02003 -5.32689 1.2 -0.2 -1.0 0.08
F -1.65197 0.91793 -4.37232 0.1 0.3 -0.1 0.08
H -2.86983 -1.07162 -3.51937 0.1 0.2 -0.2 0.05
H -4.20532 -0.45615 -4.51977 0.1 -0.2 0.0 0.14
H -2.69782 0.64064 -6.06497 0.2 0.1 0.1 0.18
C 1.80261 0.29985 -5.56933 -0.8 -0.5 0.8 -0.08
C 2.90995 -0.12550 -6.47187 0.0 -0.6 -0.5 -0.33
O 3.19950 1.03990 -7.21004 0.0 0.4 0.7 0.14
C 2.87845 2.07312 -6.38176 0.6 3.2 -0.1 -0.50
O 3.24072 3.22526 -6.55265 -0.9 -2.7 0.3 0.14
O 2.10664 1.65948 -5.33072 0.8 0.6 -0.8 0.08
F 2.49128 -1.08113 -7.33160 0.1 -0.3 -0.1 0.08
H 0.81793 0.22589 -6.04296 0.3 -0.1 -0.1 0.13
H 1.78606 -0.26796 -4.63514 0.0 0.3 -0.1 0.15
H 3.81086 -0.46323 -5.94861 -0.1 -0.1 -0.2 0.18
C 6.11628 2.47383 3.77044 -0.4 0.7 -1.1 -0.07
C 5.51861 1.99891 5.05065 -1.0 -0.4 0.0 -0.33
O 6.45115 1.05083 5.51797 0.8 0.6 -0.2 0.14
C 7.65331 1.46457 5.02777 2.8 -0.9 0.6 -0.50
O 8.73205 1.06627 5.43466 -2.5 0.9 -1.0 0.13
O 7.50325 2.38707 4.02880 0.5 -0.7 1.0 0.07
F 4.34384 1.36752 4.82946 -0.1 0.1 0.2 0.09
H 5.86444 1.83024 2.92087 -0.2 0.0 0.2 0.13
H 5.82552 3.50030 3.53123 0.2 -0.1 0.1 0.15
H 5.38423 2.78445 5.80191 -0.1 -0.2 0.0 0.18
C -1.19437 -5.57523 -4.56917 -0.2 1.2 -0.6 -0.08
C -0.40267 -6.80856 -4.84087 0.7 -0.1 0.0 -0.33
O -0.70488 -7.64220 -3.74515 -0.8 0.2 -0.2 0.14
C -1.96237 -7.28295 -3.36259 -2.2 -1.4 2.2 -0.50
O -2.67327 -7.95314 -2.63230 1.7 1.6 -1.8 0.14
O -2.33352 -6.08255 -3.90366 0.1 -1.1 0.4 0.08
F 0.92307 -6.54450 -4.82216 0.3 -0.1 -0.2 0.08
H -0.67211 -4.87306 -3.91070 0.2 -0.2 -0.1 0.15
H -1.47695 -5.05187 -5.48657 -0.1 -0.1 0.2 0.13
H -0.66876 -7.31622 -5.77414 0.2 0.0 0.1 0.18
```
Forces are in eV/Å.



Entry 2:
Molecular formula: C28H34BrCl6O2RuSSi
Method: DFT, wB97M-V/def2-TZVPD

Its spin multiplicity is 6. The calculation puts the energy above the lowest of the compared OMol25 structures with the same formula, charge and spin at 0.00 kJ/mol. The calculation puts the LUMO energy (spin up / spin down) at -0.31 / -1.47 eV. The value obtained for the HOMO-LUMO gap (spin up / spin down) is 6.9 / 6.4 eV. Its electronic energy is -7355.61091 a.u. As for the HOMO energy (spin up / spin down): -7.207 / -7.848 eV.

XYZ file:
```
74
Properties=species:S:1:pos:R:3:forces:R:3:mulliken_spin:R:1
Ru 0.35391 -0.23745 0.64251 0.2 0.0 -0.4 4.04
C 2.63403 -7.49594 0.38720 0.0 0.0 0.0 0.00
C 1.24993 -7.27601 -0.22531 0.0 0.0 0.0 0.00
C 1.33118 -7.60926 -1.72065 0.0 0.0 0.0 0.00
C 0.25914 -8.23139 0.45420 0.0 0.0 0.0 0.00
C 0.76671 -5.84049 -0.04025 0.0 0.0 0.0 0.01
C 1.44548 -4.91514 0.73306 0.0 0.0 0.0 -0.02
C 0.93856 -3.63551 0.85859 0.0 -0.1 -0.1 0.03
Br 1.89313 -2.35974 1.90123 -0.1 -0.1 -0.1 0.10
C -0.23042 -3.21034 0.22941 0.1 0.0 0.2 0.04
O -0.65149 -1.96099 0.37423 -0.2 0.3 0.0 0.19
C -0.94607 -4.14814 -0.54644 0.1 -0.2 0.0 0.00
C -0.42217 -5.42652 -0.64878 0.1 0.0 0.0 -0.01
C -2.27288 -3.76370 -1.19542 -0.1 0.0 0.0 0.01
C -3.24106 -3.38207 -0.06462 -0.1 0.0 0.1 0.01
C -2.10283 -2.60678 -2.19279 0.1 0.0 0.0 -0.01
C -2.89949 -4.92020 -1.98109 0.0 0.0 0.1 0.00
H 2.96298 -8.51764 0.19342 0.0 0.0 0.0 0.00
H 2.62360 -7.35364 1.46926 0.0 0.0 0.0 0.00
H 3.37416 -6.81745 -0.04043 0.0 0.0 0.0 0.00
H 1.74814 -8.60898 -1.85685 0.0 0.0 0.0 0.00
H 1.96711 -6.89581 -2.24667 0.0 0.0 0.0 0.00
H 0.34900 -7.59641 -2.19406 0.0 0.0 0.0 0.00
H 0.57436 -9.26773 0.31628 0.0 0.0 0.0 0.00
H -0.74202 -8.12577 0.03402 0.0 0.0 0.0 0.00
H 0.19623 -8.03027 1.52460 0.0 0.0 0.0 0.00
H 2.36727 -5.16116 1.23788 0.0 0.0 0.0 -0.01
H -0.95454 -6.14865 -1.24845 -0.1 0.0 0.0 0.00
H -2.81208 -2.62781 0.59740 0.0 -0.2 -0.1 -0.01
H -3.46485 -4.25833 0.54624 0.0 0.0 0.0 0.00
H -4.18347 -3.00670 -0.47163 0.0 0.0 0.0 0.00
H -1.62976 -1.73345 -1.75178 0.0 0.1 0.1 0.01
H -3.08078 -2.32112 -2.58949 0.0 0.0 0.0 0.00
H -1.48126 -2.92325 -3.03204 0.0 0.0 0.0 0.00
H -3.12723 -5.77597 -1.34401 0.0 0.0 0.0 0.00
H -2.25566 -5.25426 -2.79656 0.0 0.0 0.0 0.00
H -3.83913 -4.57793 -2.41763 0.0 0.0 0.0 0.00
Cl -2.72426 0.07594 1.92166 -0.1 0.0 0.1 0.01
C -3.77173 -0.11237 0.49814 0.1 0.1 -0.1 -0.01
Cl -5.43255 -0.49320 0.95012 0.0 0.0 0.0 0.00
H -3.36623 -0.92440 -0.09195 0.0 0.1 0.0 0.01
H -3.76677 0.82374 -0.04921 0.0 -0.1 0.0 0.00
O -0.96637 1.25940 -0.65343 0.1 0.0 0.3 0.03
S -1.18051 2.52477 0.17619 -0.1 0.1 0.1 -0.01
C -2.82245 3.08100 -0.22143 0.1 0.0 -0.1 0.01
C -3.26876 3.10078 -1.53711 0.0 0.0 0.0 0.00
C -4.57732 3.47004 -1.79132 0.0 0.0 0.0 0.00
C -5.41973 3.81707 -0.73921 0.0 0.0 0.0 0.00
C -4.96224 3.79200 0.56812 0.0 0.0 0.0 0.00
C -3.65318 3.41263 0.83580 0.0 0.0 0.0 0.00
C -0.20265 3.79396 -0.59266 -0.1 0.0 -0.1 0.00
C 0.21878 3.65904 -1.90423 0.0 0.0 0.0 0.00
C 0.98404 4.67143 -2.46231 0.0 0.0 0.0 0.00
C 1.30833 5.79330 -1.71328 0.0 0.0 0.0 0.00
C 0.88074 5.91029 -0.39707 0.0 0.0 0.0 0.00
C 0.12459 4.90064 0.17617 0.0 0.0 0.0 -0.01
H -2.60236 2.81449 -2.34005 0.0 0.0 0.0 0.00
H -4.94737 3.48445 -2.80761 0.0 0.0 0.0 0.00
H -6.44351 4.10047 -0.94395 0.0 0.0 0.0 0.00
H -5.62491 4.04851 1.38311 0.0 0.0 0.0 0.00
H -3.28829 3.35173 1.85249 0.0 0.0 0.0 0.00
H -0.01723 2.76145 -2.45806 0.0 0.0 0.0 0.00
H 1.33675 4.57544 -3.48021 0.0 0.0 0.0 0.00
H 1.91437 6.57517 -2.15025 0.0 0.0 0.0 0.00
H 1.14794 6.78034 0.18681 0.0 0.0 0.0 0.00
H -0.19485 4.96865 1.20870 0.0 0.0 0.0 0.00
Cl 2.26322 0.65420 3.28143 0.0 -0.1 -0.1 0.03
C 0.78309 1.03617 2.35094 -0.1 0.3 0.1 0.22
H 0.96210 2.03860 1.94750 0.0 -0.1 0.0 0.00
H -0.03689 1.11258 3.06605 0.0 -0.1 0.0 0.00
Cl 4.04367 -0.60637 -0.64558 0.0 0.0 0.0 0.03
Si 2.09064 -0.41211 -1.31853 0.0 -0.1 0.1 0.23
Cl 1.66688 -2.14844 -2.38331 0.1 0.0 0.0 0.03
Cl 2.22769 1.06377 -2.78309 0.0 0.0 0.0 0.03
```
Forces are in eV/Å.



Entry 3:
Molecular formula: C28H34CdN7O5PTe
Method: DFT, wB97M-V/def2-TZVPD

The calculation puts the energy above the lowest of the compared OMol25 structures with the same formula, charge and spin at 48.65 kJ/mol. The calculation puts the LUMO energy at -0.15 eV. The value obtained for the HOMO-LUMO gap is 7.0 eV. Its electronic energy is -2623.88956 a.u. As for the HOMO energy: -7.100 eV.

XYZ file:
```
77
Properties=species:S:1:pos:R:3:forces:R:3:lowdin_charge:R:1
Cd -1.03291 0.04677 0.03173 -0.3 0.1 -0.2 1.23
N -0.93788 4.70160 0.69279 0.0 0.1 0.0 0.11
C 0.39854 4.68819 1.02314 0.0 0.0 0.0 -0.07
C 0.82558 3.42559 0.74833 0.0 -0.1 0.0 -0.12
N -0.21350 2.67248 0.25465 0.3 0.0 0.0 0.06
C -1.25420 3.46068 0.23912 -0.2 0.0 -0.1 -0.30
C -2.58451 3.00288 -0.14133 0.1 0.0 0.0 -0.30
N -2.84796 1.76832 -0.50194 -0.3 0.0 0.1 0.06
C -4.21597 1.70603 -0.67444 0.2 -0.1 0.0 -0.12
C -4.76913 2.92240 -0.42904 0.0 0.0 0.0 -0.07
N -3.71593 3.74458 -0.09001 -0.2 0.1 0.0 0.11
H -1.54423 5.49704 0.77289 0.0 0.0 0.0 0.15
H 0.90194 5.54913 1.42893 0.0 0.0 0.0 0.11
H 1.80676 3.00387 0.89153 0.0 0.0 0.0 0.08
H -4.70712 0.78364 -0.93247 0.0 0.0 0.0 0.09
H -5.78761 3.27171 -0.44916 0.1 0.0 0.0 0.11
H -3.80036 4.70932 0.17401 0.0 0.0 0.0 0.15
C -3.45383 -4.04939 0.40082 0.0 0.0 0.0 -0.02
C -2.56354 -2.91577 -0.03308 0.2 0.0 0.1 -0.28
N -2.97254 -1.73519 -0.32478 0.0 -0.1 -0.1 -0.03
O -4.34677 -1.48022 -0.28699 0.2 0.1 0.0 -0.07
C -1.10837 -3.18914 -0.09923 -0.3 0.2 0.0 -0.33
C -0.53938 -4.56706 0.00758 0.0 -0.1 0.0 -0.04
N -0.32341 -2.16593 -0.22183 0.3 0.0 0.2 -0.21
O 0.95672 -2.37080 -0.22121 -0.1 -0.2 0.0 -0.40
H -4.35485 -3.73030 0.92318 0.0 0.1 0.0 0.08
H -2.91237 -4.68867 1.09375 0.0 0.0 0.0 0.09
H -3.75055 -4.65976 -0.45526 0.0 0.0 0.0 0.10
H -4.81546 -2.29549 -0.07659 -0.1 -0.2 0.0 0.06
H -1.26915 -5.33820 -0.23730 0.0 0.0 0.0 0.07
H -0.14968 -4.75738 1.01248 0.0 0.0 0.0 0.09
H 0.31183 -4.64596 -0.66885 0.0 0.0 0.0 0.07
N -1.45838 0.30830 7.61111 0.0 0.0 -0.1 0.13
C -1.40265 0.27246 6.46195 0.0 0.0 -0.2 -0.19
C -1.33857 0.23138 5.01739 0.0 0.0 0.2 -0.26
C -2.12394 1.10003 4.26264 0.0 0.0 0.0 -0.06
C -2.05354 1.05519 2.87829 0.0 0.0 0.0 -0.16
C -1.21849 0.16397 2.19968 0.0 0.0 0.0 -0.26
C -0.44722 -0.69809 2.98639 0.0 0.0 0.1 -0.16
C -0.49671 -0.67301 4.37320 0.0 0.0 0.0 -0.05
H -2.78210 1.79698 4.76689 0.0 0.0 0.0 0.11
H -2.68806 1.73740 2.31740 0.0 0.0 0.0 0.07
H 0.22503 -1.40644 2.50871 0.0 0.0 0.0 0.07
H 0.11474 -1.34557 4.96247 0.0 0.0 0.0 0.11
C -3.23993 -0.15659 -3.54911 0.0 0.0 -0.1 -0.13
O -2.06847 0.66314 -3.61212 0.0 -0.1 0.0 -0.32
P -0.73488 0.14531 -2.85755 0.0 0.0 0.2 0.69
O 0.35537 1.03390 -3.62913 0.1 0.1 0.0 -0.32
C 0.64445 2.36499 -3.20990 0.0 0.0 0.0 -0.13
O -0.54114 -1.24737 -3.62067 -0.1 -0.1 0.0 -0.31
C 0.43241 -2.23741 -3.24660 0.1 0.1 -0.1 -0.10
H -4.07090 0.44486 -3.90775 0.0 0.0 0.0 0.09
H -3.44251 -0.49473 -2.53467 0.0 0.0 0.1 0.04
H -3.11887 -1.02969 -4.19099 0.0 0.0 0.0 0.08
H 1.68030 2.57310 -3.46689 0.0 0.0 0.0 0.09
H 0.51547 2.48445 -2.13393 0.0 0.0 0.1 0.04
H -0.00839 3.06490 -3.73239 0.0 0.0 0.0 0.09
H 0.87855 -2.60446 -4.16786 0.0 0.0 0.0 0.09
H -0.06444 -3.05286 -2.72511 0.0 0.0 0.0 0.07
H 1.20445 -1.82614 -2.59963 0.0 0.0 0.0 0.03
C 3.69206 -1.62326 -0.07898 0.1 0.0 0.0 -0.42
Te 2.23648 -0.08949 -0.26022 0.1 0.1 -0.1 1.29
C 3.91204 1.27576 -0.25269 0.1 0.0 0.0 -0.45
C 5.15576 0.42447 -0.12668 0.0 0.1 0.0 -0.29
C 6.42155 1.01204 -0.08482 0.0 0.0 0.0 -0.05
C 7.56346 0.23936 0.03873 0.0 0.0 0.0 -0.09
C 7.45282 -1.14508 0.12077 0.0 0.0 0.0 -0.09
C 6.20220 -1.73653 0.07974 0.0 0.0 0.0 -0.05
C 5.04595 -0.96320 -0.04244 0.0 -0.1 0.0 -0.28
H 3.58724 -2.29317 -0.92937 0.0 0.0 0.0 0.06
H 3.48120 -2.19224 0.82366 0.0 0.0 0.0 0.06
H 3.84532 1.97326 0.58294 0.0 0.0 0.0 0.04
H 3.92701 1.85506 -1.17697 0.0 0.0 0.0 0.05
H 6.50541 2.09189 -0.14654 0.0 0.0 0.0 0.11
H 8.53721 0.71203 0.07329 0.0 0.0 0.0 0.10
H 8.33993 -1.75866 0.21845 0.0 0.0 0.0 0.10
H 6.11263 -2.81522 0.14786 0.0 0.0 0.0 0.11
```
Forces are in eV/Å.



The highest electronic energy belongs to which entry? C28H34CdN7O5PTe



Which value of electronic energy does entry 1 give? -3811.44054 a.u.



The lowest electronic energy belongs to which entry? C28H34BrCl6O2RuSSi